<i>
A single C4H10N2O2 molecule, computed with ωB97M-V/def2-TZVPD.

Results
HOMO energy: -9.200 eV
Kohn-Sham gap: 0.366 Ha

CARTESIAN COORDINATES (ANGSTROEM)
N  0.6437  -2.1648  -0.6206
C  1.1638  -0.8921  -0.4865
O  2.3465  -0.7359  -0.2821
C  0.1614  0.3227  -0.4072
N  0.7448  1.4511  -1.1084
C  -0.2759  0.5108  1.0256
C  -1.7513  0.2402  1.1914
O  -2.6476  1.2319  0.6278
H  -0.3474  -2.2636  -0.6417
H  1.2881  -2.9187  -0.4908
H  -0.6666  0.0447  -1.0774
H  1.1949  1.1586  -1.9657
H  1.3684  2.0215  -0.5649
H  -0.0231  1.4430  1.5361
H  0.3158  -0.1211  1.7048
H  -2.1704  -0.6876  0.8113
H  -2.0035  0.4054  2.2432
H  -2.4884  1.5810  -0.2499

<ii>
A 2-piece molecular cluster, C4H10N2O2 overall, computed with ωB97M-V/def2-TZVPD.

Results
HOMO energy: -9.615 eV
Kohn-Sham gap: 0.379 Ha

CARTESIAN COORDINATES (ANGSTROEM)
C  -1.8231  -1.2352  1.8229
C  -0.9136  -0.0607  1.9070
N  -0.7643  0.8177  0.8145
O  -0.1708  0.1478  2.8482
H  -2.5930  -1.1171  1.0647
H  -2.0216  -1.4191  2.8831
H  -1.2651  -2.0961  1.3632
H  -0.6705  1.8034  0.9457
H  -0.9658  0.3984  -0.0778
C  0.7012  1.4322  -2.1988
C  0.8567  -0.0079  -1.6957
N  2.0757  -0.4273  -1.2076
O  0.0007  -0.8219  -1.9703
H  -0.3844  1.7302  -2.0623
H  0.8962  1.5453  -3.2431
H  1.3775  2.0640  -1.5379
H  2.1527  -1.2480  -0.6165
H  2.9042  0.1545  -1.1130

<iii>
A 2-piece molecular cluster, C4H10N2O2 overall, computed with ωB97M-V/def2-TZVPD.

Results
HOMO energy: -9.412 eV
Kohn-Sham gap: 0.371 Ha

CARTESIAN COORDINATES (ANGSTROEM)
C  -1.1912  1.4106  -0.3000
N  -0.6321  0.8250  -1.2992
C  0.6707  0.2215  -1.2513
C  1.5162  0.3796  0.0160
N  1.8908  1.6589  0.2755
O  1.8664  -0.5538  0.7037
H  -0.6964  1.6738  0.6361
H  -2.0352  2.0402  -0.5595
H  0.5356  -0.8454  -1.4232
H  1.2315  0.6054  -2.1148
H  1.6000  2.4225  -0.3093
H  2.4937  1.8426  1.0608
C  -1.1494  -2.3395  0.7867
O  -1.5006  -1.0844  0.2655
H  -1.1617  -3.0379  -0.0546
H  -0.1500  -2.3575  1.2299
H  -1.8884  -2.7037  1.5190
H  -1.4000  -0.1578  0.8189

Most stable of them? <ii>.

<i>
C6H11NS as an isolated structure, computed with ωB97M-V/def2-TZVPD.

Results
HOMO energy: -8.713 eV
Kohn-Sham gap: 0.356 Ha

CARTESIAN COORDINATES (ANGSTROEM)
C  -2.8701  -0.5952  -0.2382
C  -1.5373  0.0252  -0.5900
C  -0.9611  0.9614  0.5124
C  0.3276  1.4367  -0.2226
C  0.8492  0.0543  -0.6710
C  -0.3272  -0.7714  -0.1066
H  -3.7148  0.1051  -0.3303
H  -2.8821  -0.9096  0.7894
H  -3.1130  -1.4783  -0.9293
H  -1.4627  0.4234  -1.6290
H  -1.5744  1.6905  1.0418
H  0.0734  2.0727  -1.0587
H  1.0039  1.9849  0.4348
H  0.9785  -0.0384  -1.7559
H  2.1825  -0.1418  1.2202
H  -0.2643  -1.8508  -0.2290
H  -1.0692  -0.6774  1.8640
N  -0.3934  -0.1897  1.2889
S  2.4818  -0.4073  -0.0340

<ii>
A single C6H11NS molecule, computed with ωB97M-V/def2-TZVPD.

Results
HOMO energy: -8.347 eV
Kohn-Sham gap: 0.339 Ha

CARTESIAN COORDINATES (ANGSTROEM)
C  1.5389  2.3787  -0.0034
C  1.8233  0.9528  0.3436
C  1.7138  0.0092  -0.5854
S  1.9877  -1.7359  -0.1663
N  0.5984  -2.5144  0.1033
C  -0.6237  -2.1561  0.0228
C  -1.1302  -0.6952  -0.3108
C  -2.5950  -0.6764  0.2301
H  1.4465  2.7257  -1.0056
H  2.3831  3.0077  0.2707
H  0.8803  2.7223  0.8422
H  2.0562  0.8206  1.3910
H  1.7108  0.1796  -1.6209
H  -1.2801  -2.9399  0.3746
H  -1.1164  -0.3271  -1.3483
H  -0.7234  0.0750  0.2263
H  -2.5446  -0.7297  1.3762
H  -3.1945  -1.4803  -0.2011
H  -2.9312  0.3833  0.0608

<iii>
A single C6H11NS molecule, computed with ωB97M-V/def2-TZVPD.

Results
HOMO energy: -8.011 eV
Kohn-Sham gap: 0.326 Ha

CARTESIAN COORDINATES (ANGSTROEM)
C  -0.8475  0.7415  -2.3423
N  0.0737  0.8666  -0.9342
C  0.1006  -0.5558  -0.5860
C  -0.6348  -0.8324  0.6301
C  -0.9748  0.3497  1.4234
S  0.2289  0.7831  2.7569
C  1.6539  -0.1389  1.6204
C  0.7980  -1.0433  0.6595
H  -0.5562  1.5927  -3.0822
H  -0.7775  -0.3226  -2.8010
H  -1.7423  0.7980  -1.8659
H  1.0273  1.0820  -1.4927
H  0.1224  -1.3532  -1.3697
H  -1.3482  -1.7462  0.8696
H  -2.0390  0.2504  1.9243
H  -0.9729  1.3246  0.6339
H  2.3505  -0.4473  2.2846
H  2.1978  0.6989  1.1361
H  1.3401  -2.0478  0.5352

Most stable of them? <i>.